No. 1
Here is a molecular structure, C33H42BrF3N3O2PS2Zr in a non-equilibrium geometry from the Open Molecules 2025 dataset. Energies are from wB97M-V/def2-TZVPD.

Cartesian coordinates (Å):
Zr 0.396 -0.582 -0.732
C -3.302 3.103 1.751
C -2.385 3.824 0.751
N -1.072 3.168 0.555
C 0.057 3.762 1.275
C -0.194 3.721 2.775
C -0.932 2.332 -0.437
S 0.640 1.918 -1.060
N -2.062 1.919 -1.061
C -2.359 0.646 -1.057
O -1.587 -0.240 -0.447
C -3.553 0.238 -1.759
C -4.057 1.154 -2.705
C -5.095 0.752 -3.543
C -5.677 -0.517 -3.362
C -5.259 -1.344 -2.368
C -4.131 -1.007 -1.618
H -4.132 3.757 1.967
H -2.817 2.841 2.662
H -3.686 2.223 1.184
H -2.128 4.851 1.042
H -2.855 3.782 -0.230
H 0.184 4.745 0.881
H 0.900 3.124 1.035
H -0.943 4.369 3.146
H 0.754 3.933 3.310
H -0.390 2.706 3.041
H -3.593 2.134 -2.855
H -5.499 1.411 -4.295
H -6.564 -0.783 -3.951
H -5.685 -2.321 -2.207
H -3.770 -1.720 -0.913
C 4.018 -3.702 -2.156
C 3.671 -2.642 -3.176
S 3.441 -0.943 -2.581
O 2.210 -1.081 -1.621
C 4.778 -0.644 -1.478
C 4.448 0.619 -0.707
H 3.901 -4.667 -2.661
H 3.443 -3.646 -1.213
H 5.085 -3.620 -1.883
H 2.756 -2.747 -3.748
H 4.456 -2.543 -3.951
H 5.619 -0.474 -2.178
H 4.974 -1.516 -0.834
H 4.262 1.481 -1.324
H 5.302 0.872 -0.061
H 3.571 0.433 -0.035
C -1.259 -4.452 -0.609
P -0.380 -3.059 0.261
C -1.482 -2.595 1.675
C 1.085 -3.832 1.006
H -1.508 -5.312 0.029
H -0.622 -4.787 -1.461
H -2.167 -4.037 -1.035
H -1.681 -3.453 2.284
H -2.380 -2.206 1.283
H -0.933 -1.838 2.246
H 1.716 -4.194 0.183
H 0.855 -4.619 1.701
H 1.664 -3.027 1.477
F 4.016 2.135 7.712
C 3.015 2.735 7.046
F 3.441 3.947 6.647
F 2.030 2.898 7.970
C 2.500 1.957 5.847
C 1.316 1.234 5.883
C 0.904 0.534 4.758
C 1.674 0.602 3.594
C 2.822 1.381 3.554
C 3.275 1.997 4.701
C 1.264 -0.113 2.430
C 0.944 -0.620 1.377
H 0.681 1.263 6.770
H -0.021 -0.031 4.735
H 3.331 1.482 2.623
H 4.167 2.602 4.674
Br -2.788 -0.786 -7.125
C -1.761 -0.853 -5.572
C -1.757 -1.989 -4.786
C -1.057 -1.988 -3.569
N -0.420 -0.899 -3.088
C -0.392 0.166 -3.929
C -1.038 0.248 -5.128
H -2.260 -2.852 -5.131
H -1.102 -2.881 -2.929
H 0.153 1.002 -3.536
H -0.984 1.161 -5.736

Values from the calculation:
Net charge: +2
HOMO level (eV): -13.6



No. 2
Here is a gas-phase ion, C6H15OSi (charge +1) in a non-equilibrium geometry from the Open Molecules 2025 dataset. Energies are from wB97M-V/def2-TZVPD.

Cartesian coordinates (Å):
C -3.161 -1.142 0.255
C -0.822 1.337 1.146
C 2.838 -0.495 1.177
C 0.599 1.484 -1.635
C -1.162 -0.826 -0.973
C 1.529 -0.868 0.278
O -1.954 -1.398 -0.081
Si 0.199 0.431 -0.151
H -3.744 -1.845 0.757
H -3.765 -0.359 -0.317
H -0.948 0.804 2.102
H -0.280 2.250 1.378
H -1.755 1.495 0.635
H 2.516 0.268 1.989
H 3.283 -1.446 1.654
H 3.574 -0.158 0.443
H 0.255 2.501 -1.523
H 1.729 1.403 -1.629
H 0.201 1.153 -2.589
H -0.345 -1.469 -1.444
H -1.647 -0.127 -1.684
H 0.953 -1.625 0.815
H 1.906 -1.367 -0.604

Values from the calculation:
Net charge: +1
HOMO level (eV): -14.1



| no. | orbital gap (eV) | calculated total energy (eV) |
| --- | --- | --- |
| 1 | 7.80 | -153892.1091 |
| 2 | 8.18 | -16380.9328 |